Record 1
A molecular structure, C38H51IrN8OSSi2 at a distorted geometry, computed with ωB97M-V/def2-TZVPD.

Charge   +1
E_HOMO (spin up / spin down)   -8.87 / -9.84 eV
Orbital gap (spin up / spin down)   6.044 / 5.621 eV
Multiplicity   6

Each line ends with the Löwdin charge.
Cartesian coordinates (Å):
Ir (0.109965, 1.095821, -0.522012)  1.463
C (-3.643716, 4.891535, 4.301601)  -0.169
Si (-3.848305, 3.953515, 2.627808)  0.537
C (-3.504255, 5.055006, 1.172328)  -0.182
C (-5.513191, 3.206416, 2.724866)  -0.175
C (-2.452746, 2.566630, 2.599719)  -0.200
C (-1.723054, 2.275263, 3.728074)  -0.037
C (-0.716947, 1.268646, 3.687310)  -0.021
C (-0.407861, 0.657213, 2.502525)  -0.085
N (-1.097388, 0.992407, 1.357006)  -0.090
C (-2.135409, 1.834268, 1.436102)  -0.575
S (-3.101184, 1.968273, 0.009199)  1.086
H (-4.494543, 5.468379, 4.494115)  -0.001
H (-2.707801, 5.584002, 4.325796)  0.075
H (-3.516514, 4.251459, 5.200703)  0.033
H (-4.365367, 5.741967, 1.165765)  0.047
H (-3.565206, 4.616277, 0.147540)  0.020
H (-2.571214, 5.528948, 1.370996)  0.021
H (-6.377510, 3.852801, 2.753667)  0.042
H (-5.483940, 2.680998, 3.726175)  0.068
H (-5.722036, 2.419460, 2.007520)  0.003
H (-1.979137, 2.770113, 4.657861)  0.100
H (-0.249987, 0.942983, 4.581797)  0.105
H (0.433532, -0.005258, 2.338187)  0.097
N (-0.466056, 2.704707, -3.221283)  0.186
C (-1.128425, 1.565433, -3.309795)  -0.519
N (-1.338873, 1.026628, -4.481187)  0.181
C (-1.795451, -0.231754, -4.443002)  -0.459
N (-1.804210, -0.904719, -5.597334)  0.185
N (-2.174219, -0.864856, -3.351895)  0.175
C (-2.222492, -0.183501, -2.218271)  -0.277
N (-1.502510, 1.053287, -2.128705)  -0.050
C (-3.092523, -0.490488, -1.124958)  -0.162
C (-3.487353, -1.858873, -0.922631)  0.009
C (-4.294113, -2.276151, 0.128586)  -0.069
C (-4.847420, -1.350737, 1.014107)  -0.040
C (-4.495180, -0.011148, 0.822702)  -0.093
N (-3.582647, 0.362620, -0.123492)  -0.307
H (-0.142776, 3.198529, -3.972507)  0.081
H (-0.400158, 3.222343, -2.316191)  0.101
H (-1.485722, -0.349874, -6.363083)  0.104
H (-2.196173, -1.840234, -5.678837)  0.125
H (-3.102327, -2.622335, -1.619672)  0.108
H (-4.460829, -3.343213, 0.359704)  0.122
H (-5.546586, -1.715115, 1.762260)  0.115
H (-4.827655, 0.815720, 1.425700)  0.075
C (1.676258, 0.027389, -1.249467)  -0.430
Si (2.618536, -1.458798, -0.570863)  0.641
C (1.926087, -3.186682, -0.813343)  -0.254
N (0.501925, -3.420944, -0.776085)  -0.194
C (-0.046398, -4.499776, 0.068071)  -0.188
C (-0.721680, -5.610765, -0.753172)  -0.175
C (0.062104, -5.831865, -2.089672)  -0.180
C (-0.132360, -4.607161, -2.970610)  -0.188
C (-0.146364, -3.310260, -2.101473)  -0.183
C (4.401285, -1.515564, -1.223636)  -0.252
C (5.453492, -2.120348, -0.527533)  -0.089
C (6.702341, -2.148896, -1.075851)  -0.096
C (6.926981, -1.656034, -2.347471)  -0.064
C (5.828791, -1.147732, -3.063367)  -0.081
C (4.586886, -1.064540, -2.506516)  -0.129
C (2.814971, -1.112131, 1.287871)  -0.246
C (3.486045, 0.060025, 1.735210)  -0.104
C (3.651052, 0.311397, 3.069291)  -0.097
C (3.214715, -0.598195, 4.026415)  -0.088
C (2.607158, -1.791673, 3.635322)  -0.074
C (2.417174, -2.029413, 2.278740)  -0.100
H (1.224228, -0.236672, -2.226675)  -0.009
H (2.480834, 0.754496, -1.642224)  0.041
H (2.462304, -3.699275, 0.017407)  0.094
H (2.405441, -3.546853, -1.737514)  0.092
H (-0.723406, -4.137648, 0.858662)  0.106
H (0.740032, -4.996514, 0.667454)  0.117
H (-1.753627, -5.382962, -0.969675)  0.093
H (-0.726775, -6.561228, -0.214101)  0.107
H (-0.010817, -6.807759, -2.617332)  0.120
H (1.134395, -5.707969, -1.775585)  0.113
H (-1.030276, -4.647537, -3.611494)  0.111
H (0.729917, -4.581186, -3.646335)  0.100
H (-1.150616, -3.044581, -1.932079)  0.048
H (0.260052, -2.475807, -2.743536)  0.121
H (5.297508, -2.539530, 0.474034)  0.114
H (7.542067, -2.708717, -0.616547)  0.121
H (7.881180, -1.744380, -2.783644)  0.091
H (5.980467, -0.702075, -4.048232)  0.108
H (3.766709, -0.566203, -3.035519)  0.100
H (3.854406, 0.777344, 1.051171)  0.090
H (4.194499, 1.178430, 3.435520)  0.109
H (3.448686, -0.368081, 5.062448)  0.105
H (2.384392, -2.569310, 4.366628)  0.109
H (1.913652, -2.858234, 1.939696)  0.055
C (1.167307, 4.024302, 1.686872)  -0.035
C (1.389223, 3.506108, 0.275576)  -0.567
C (2.062944, 4.526000, -0.702750)  -0.034
O (0.183914, 3.027954, -0.235781)  -0.384
H (2.123461, 4.307875, 2.221263)  0.115
H (0.654157, 3.239545, 2.247934)  0.054
H (0.533968, 4.845964, 1.660171)  0.051
H (2.102764, 2.644881, 0.388471)  0.108
H (1.491140, 5.491318, -0.768141)  0.096
H (2.067547, 4.000467, -1.675575)  0.068
H (3.116872, 4.746375, -0.437300)  0.087

Forces on atoms 1 to 6 (eV/Å):
Ir -0.426 -0.389 -0.202
C 3.146 -0.395 -0.396
Si 1.196 -0.044 0.743
C -1.646 -0.563 -0.647
C -0.279 -1.546 1.209
C -0.995 0.397 -0.597

Record 2
2 unconnected molecules or ions with the total composition C3H4Br3P at a distorted geometry, computed with ωB97M-V/def2-TZVPD.

Charge   0
E_HOMO (spin up / spin down)   -8.81 / -8.84 eV
Orbital gap (spin up / spin down)   7.100 / 7.678 eV
Multiplicity   1

Each line ends with the Löwdin charge.
Cartesian coordinates (Å):
C (-0.690954, 0.130784, 1.934122)  -0.542
C (0.105312, 0.300275, -0.218557)  -0.488
C (1.551268, 0.036182, -0.363748)  -0.225
P (-1.214922, -0.746607, -0.717188)  0.157
Br (-2.487330, 0.540517, 1.977859)  0.612
Br (-0.197432, -1.555917, -2.634533)  0.155
Br (-2.592496, 0.766042, -1.764869)  0.127
H (0.002489, 0.538776, 2.615794)  -0.047
H (1.718772, -1.090707, -0.424708)  0.080
H (1.781584, 0.373161, 0.701457)  0.080
H (2.023708, 0.707494, -1.105629)  0.091

Forces on atoms 1 to 6 (eV/Å):
C 0.364 0.087 -4.266
C -1.795 -1.010 2.651
C -0.411 -0.008 2.563
P -0.135 0.174 -1.517
Br 0.296 -0.043 0.448
Br -0.319 -0.011 0.396

Record 3
2 unconnected molecules or ions with the total composition C3H12NOP2 at a distorted geometry, computed with ωB97M-V/def2-TZVPD.

Charge   +1
E_HOMO   -13.69 eV
Orbital gap   10.027 eV
Multiplicity   1

Each line ends with the Löwdin charge.
Cartesian coordinates (Å):
C (0.697568, -0.770744, -0.848118)  -0.185
C (0.053803, -2.008319, -0.182672)  -0.172
C (1.235631, 0.223558, 0.239689)  -0.692
N (-1.147340, -1.534084, 0.566913)  0.101
O (0.617838, 0.314898, 1.312600)  -0.076
P (-1.972877, 1.952440, 0.330474)  0.618
P (2.800846, 1.020072, -0.214788)  0.957
H (-0.142199, -0.224382, -1.365568)  0.118
H (1.509236, -1.094292, -1.642509)  0.155
H (0.799255, -2.261777, 0.604438)  0.145
H (-0.258637, -2.877168, -0.794087)  0.142
H (-2.028049, -1.076726, 0.195453)  0.145
H (-0.433955, -0.822001, 1.162556)  0.136
H (-1.432262, -2.295210, 1.168317)  0.145
H (-1.119951, 2.451583, -0.867002)  -0.097
H (-2.974138, 2.881192, 0.033538)  -0.186
H (-1.153935, 2.914319, 1.053571)  -0.140
H (2.345318, 1.172812, -1.515698)  -0.070
H (2.603849, 2.033835, 0.762885)  -0.044

Forces on atoms 1 to 6 (eV/Å):
C 0.032 -0.215 -1.570
C 0.418 -0.003 -0.737
C -0.467 -1.264 -0.373
N 1.141 1.194 2.154
O 0.630 -0.540 -0.947
P 2.139 1.557 -1.347

Record 4
A molecular structure, C8H6Cl2ErN2O3Rh at a distorted geometry, computed with ωB97M-V/def2-TZVPD.

Charge   +4
E_HOMO (spin up / spin down)   -21.88 / -24.51 eV
Orbital gap (spin up / spin down)   6.992 / 6.368 eV
Multiplicity   8

Each line ends with the Löwdin charge.
Cartesian coordinates (Å):
Rh (-2.709902, 2.370919, -2.534563)  0.883
Er (-0.413346, 1.036814, -0.829055)  0.958
Cl (-1.224006, 0.505759, -3.101767)  0.211
Cl (-2.345247, 2.430801, -0.088748)  0.138
C (1.502548, 2.426666, -0.405497)  0.049
C (-3.436594, 1.991463, -4.147394)  -0.267
C (-3.717709, 3.864298, -2.898313)  -0.157
O (2.433245, 2.962984, 0.026205)  0.247
O (-4.081318, 1.588456, -5.020902)  0.312
O (-4.601939, 4.518160, -3.322670)  0.282
N (2.327432, -3.275077, 2.865566)  0.411
C (1.789959, -2.270124, 2.117757)  -0.157
C (0.781227, -1.441635, 2.684096)  0.125
C (0.120056, -0.540521, 1.871752)  -0.015
N (0.406647, -0.450866, 0.528797)  -0.138
C (1.440357, -1.196117, -0.015897)  -0.038
C (2.173070, -2.081269, 0.764916)  0.118
H (2.035194, -3.453960, 3.828273)  0.197
H (3.002426, -3.914219, 2.463198)  0.188
H (0.470315, -1.534402, 3.729876)  0.173
H (-0.634107, 0.176953, 2.235260)  0.155
H (1.696061, -1.028706, -1.081412)  0.152
H (2.985630, -2.686377, 0.330524)  0.175

Forces on atoms 1 to 6 (eV/Å):
Rh 3.597 -2.460 5.717
Er -0.953 0.314 -0.406
Cl 0.771 -0.371 -0.316
Cl 0.321 -0.216 0.244
C 5.790 3.510 2.497
C -5.849 -4.415 -10.078

Please write out number 2 again, unchanged.
2 unconnected molecules or ions with the total composition C3H4Br3P at a distorted geometry, computed with ωB97M-V/def2-TZVPD.

Charge   0
E_HOMO (spin up / spin down)   -8.81 / -8.84 eV
Orbital gap (spin up / spin down)   7.100 / 7.678 eV
Multiplicity   1

Each line ends with the Löwdin charge.
Cartesian coordinates (Å):
C (-0.690954, 0.130784, 1.934122)  -0.542
C (0.105312, 0.300275, -0.218557)  -0.488
C (1.551268, 0.036182, -0.363748)  -0.225
P (-1.214922, -0.746607, -0.717188)  0.157
Br (-2.487330, 0.540517, 1.977859)  0.612
Br (-0.197432, -1.555917, -2.634533)  0.155
Br (-2.592496, 0.766042, -1.764869)  0.127
H (0.002489, 0.538776, 2.615794)  -0.047
H (1.718772, -1.090707, -0.424708)  0.080
H (1.781584, 0.373161, 0.701457)  0.080
H (2.023708, 0.707494, -1.105629)  0.091

Forces on atoms 1 to 6 (eV/Å):
C 0.364 0.087 -4.266
C -1.795 -1.010 2.651
C -0.411 -0.008 2.563
P -0.135 0.174 -1.517
Br 0.296 -0.043 0.448
Br -0.319 -0.011 0.396

Please write out number 3 again, unchanged.
2 unconnected molecules or ions with the total composition C3H12NOP2 at a distorted geometry, computed with ωB97M-V/def2-TZVPD.

Charge   +1
E_HOMO   -13.69 eV
Orbital gap   10.027 eV
Multiplicity   1

Each line ends with the Löwdin charge.
Cartesian coordinates (Å):
C (0.697568, -0.770744, -0.848118)  -0.185
C (0.053803, -2.008319, -0.182672)  -0.172
C (1.235631, 0.223558, 0.239689)  -0.692
N (-1.147340, -1.534084, 0.566913)  0.101
O (0.617838, 0.314898, 1.312600)  -0.076
P (-1.972877, 1.952440, 0.330474)  0.618
P (2.800846, 1.020072, -0.214788)  0.957
H (-0.142199, -0.224382, -1.365568)  0.118
H (1.509236, -1.094292, -1.642509)  0.155
H (0.799255, -2.261777, 0.604438)  0.145
H (-0.258637, -2.877168, -0.794087)  0.142
H (-2.028049, -1.076726, 0.195453)  0.145
H (-0.433955, -0.822001, 1.162556)  0.136
H (-1.432262, -2.295210, 1.168317)  0.145
H (-1.119951, 2.451583, -0.867002)  -0.097
H (-2.974138, 2.881192, 0.033538)  -0.186
H (-1.153935, 2.914319, 1.053571)  -0.140
H (2.345318, 1.172812, -1.515698)  -0.070
H (2.603849, 2.033835, 0.762885)  -0.044

Forces on atoms 1 to 6 (eV/Å):
C 0.032 -0.215 -1.570
C 0.418 -0.003 -0.737
C -0.467 -1.264 -0.373
N 1.141 1.194 2.154
O 0.630 -0.540 -0.947
P 2.139 1.557 -1.347

Which value of multiplicity does entry 3 give? 1